No. 1
Below is a structure of composition C10H16Cl3HfNO4 at a distorted geometry, with properties calculated with ωB97M-V/def2-TZVPD.

Last column: Mulliken charge in e.
Geometry (Å):
C: -0.700 -1.555 -0.080  1.13
C: 0.530 -1.759 0.591  -0.06
C: 1.537 -1.002 -0.065  0.88
C: 0.736 -2.677 1.725  -1.40
C: 0.954 -0.402 -1.214  0.00
C: -0.424 -0.762 -1.234  0.26
C: -1.385 -0.365 -2.279  -1.39
C: -2.015 -2.047 0.368  -1.64
C: 2.941 -0.891 0.352  -1.75
C: 1.619 0.409 -2.252  -1.39
Hf: -1.107 1.914 0.709  1.22
Cl: -0.009 0.593 2.414  -0.49
Cl: -3.197 0.935 1.473  -0.60
Cl: 1.100 2.542 -0.216  -0.57
H: -0.171 -2.737 2.337  0.30
H: 1.587 -2.357 2.337  0.31
H: 0.946 -3.675 1.321  0.27
H: 3.014 -0.855 1.446  0.35
H: 3.327 0.020 -0.110  0.35
H: 3.509 -1.763 -0.001  0.21
H: 2.472 0.989 -1.870  0.46
H: 0.919 1.124 -2.704  0.30
H: 1.973 -0.260 -3.048  0.28
H: -1.142 0.629 -2.687  0.34
H: -2.386 -0.310 -1.831  0.28
H: -1.390 -1.121 -3.084  0.24
H: -2.102 -2.043 1.463  0.37
H: -2.191 -3.071 0.006  0.23
H: -2.787 -1.370 -0.009  0.34
O: -1.912 2.066 -1.091  -0.54
H: -2.865 1.932 -1.032  0.26
O: -0.360 5.625 1.576  -0.55
N: -0.253 4.538 2.104  0.95
O: 0.585 4.098 2.851  -0.43
O: -1.353 3.609 1.734  -0.51

Cartesian forces, eV/Å:
C 1.5 0.3 -0.2
C -0.2 0.7 -1.3
C -1.6 -0.7 -0.8
C 0.0 0.0 0.1
C -0.6 -0.8 1.2
C 0.6 0.7 1.3
C -0.3 -0.2 -0.5
C -0.3 -0.2 -0.1
C 0.1 -0.1 -0.1
C 0.3 0.0 -0.5
Hf 1.8 -1.7 -0.7
Cl 0.1 0.1 0.6
Cl -0.9 0.1 0.2
Cl -0.3 0.9 0.4
H 0.2 -0.1 0.2
H -0.1 -0.1 0.2
H 0.1 -0.3 0.3
H 0.2 0.2 -0.1
H 0.5 0.0 0.3
H 0.4 0.1 0.1
H -0.2 -0.2 -0.1
H 0.2 -0.1 0.0
H 0.2 0.2 -0.3
H -0.2 -0.5 0.0
H 0.0 0.0 -0.4
H -0.2 0.2 -0.1
H 0.0 0.0 -0.2
H -0.4 -0.1 0.1
H -0.2 -0.3 0.0
O -0.7 0.8 0.1
H 0.1 -0.1 -0.3
O 0.4 -0.8 0.9
N -1.6 -1.6 -1.0
O -1.0 0.9 -0.7
O 1.9 2.8 1.3

Output
Highest occupied orbital energy: 0.49 eV
Net charge: -2
Energy relative to the best compared isomer or geometry (same formula, charge and spin): 54.5 kJ/mol

=====

No. 2
Below is an isolated molecule of CH3BBr2 at a distorted geometry, with properties calculated with ωB97M-V/def2-TZVPD.

Last column: Mulliken charge in e.
Geometry (Å):
B: 0.271 -0.066 0.722  0.19
C: -0.862 1.135 -0.729  -0.39
Br: -2.663 1.641 -0.484  -0.10
Br: 0.488 2.040 0.403  0.03
H: 1.144 -0.645 0.234  -0.04
H: -0.334 -0.233 1.693  -0.04
H: -0.539 1.173 -1.757  0.36

Cartesian forces, eV/Å:
B -1.8 2.0 -2.3
C 1.4 -2.5 2.1
Br 0.2 0.1 0.1
Br 0.1 0.5 0.0
H 0.4 -0.2 -0.3
H -0.4 -0.1 0.4
H 0.1 0.2 0.0

Output
Highest occupied orbital energy: -8.75 eV
Energy relative to the best compared isomer or geometry (same formula, charge and spin): 294.7 kJ/mol

=====

no.,orbital gap (eV),LUMO level (eV)
1,4.86,5.351
2,8.93,0.181